(one)
The following is a quantum chemistry calculation of a cluster of 2 separate species, C5H13N2O in total, from the Open Molecules 2025 dataset.

Results
- LUMO energy (eV) = -4.624
- M (g mol⁻¹) = 117.17
- Kohn-Sham gap (eV) = 9.17
- total charge = +1
- HOMO (eV) = -13.8

Each line ends with the Mulliken charge.
Element x y z (Å)
C -0.7662 2.0779 -0.6552  -0.102
C 1.1815 -2.1650 0.3873  -1.320
C 0.9797 -0.6899 -1.6348  -1.634
C -0.8037 1.3810 1.7634  -0.698
C 0.3396 -1.2170 -0.3566  1.038
N -0.2565 2.0549 0.6038  -0.065
N -0.9737 -1.1285 -0.2676  -0.130
O -1.7239 1.4338 -0.9544  -0.599
H -0.4665 2.8949 -1.3340  0.445
H 1.1323 -3.2328 -0.0679  0.324
H 2.1609 -1.8677 0.1786  0.380
H 0.8527 -2.1597 1.4158  0.433
H 1.7798 0.0482 -1.4559  0.353
H 1.4682 -1.4312 -2.1501  0.513
H 0.2530 -0.3666 -2.2990  0.483
H -0.4173 1.7373 2.7395  0.356
H -1.9243 1.4584 1.7660  0.308
H -0.6680 0.3507 1.7749  0.115
H -1.3843 -0.4469 -0.8722  0.219
H -1.3790 -1.4182 0.6030  0.303
H 0.6158 2.6867 0.8155  0.276

(two)
The following is a quantum chemistry calculation of a structure of composition C5H13N2O, from the Open Molecules 2025 dataset.

Results
- LUMO energy (eV) = -3.011
- M (g mol⁻¹) = 117.17
- Kohn-Sham gap (eV) = 11.66
- total charge = +1
- HOMO (eV) = -14.7

Each line ends with the Mulliken charge.
Element x y z (Å)
C 0.9378 -0.6384 0.2127  0.759
C 2.9849 0.3658 -0.3867  -0.928
C -1.2969 0.4993 1.4048  -0.961
C -1.6338 -1.4249 -0.1416  -0.828
C -0.9984 0.7321 -0.9975  -0.995
N 1.5879 0.4287 0.1675  -0.133
N -0.9515 -0.1867 0.1669  -0.067
O 1.0311 -1.8208 0.2208  -0.434
H 2.8877 0.6472 -1.4525  0.329
H 3.6207 1.0749 0.0326  0.360
H 3.3314 -0.5919 -0.1870  0.353
H -2.3848 1.0148 1.1567  0.337
H -1.5328 -0.1920 2.1383  0.400
H -0.7109 1.3310 1.7127  0.345
H -1.2538 -2.3288 0.5551  0.298
H -2.7451 -1.2693 -0.1046  0.324
H -1.1494 -1.7701 -1.0573  0.388
H -0.5439 1.7025 -0.8423  0.385
H -0.5028 0.1316 -1.8060  0.379
H -1.9499 0.9916 -1.2891  0.434
H 1.2723 1.3032 0.4963  0.256

(three)
The following is a quantum chemistry calculation of the ion C5H13N2O with charge +1, from the Open Molecules 2025 dataset.

Results
- LUMO energy (eV) = -3.099
- M (g mol⁻¹) = 117.17
- structure (SMILES) = C=C(N)C[C@@H]([NH3+])CO
- Kohn-Sham gap (eV) = 9.16
- total charge = +1
- HOMO (eV) = -12.3

Each line ends with the Mulliken charge.
Element x y z (Å)
C 1.4371 -0.1779 -1.5743  -0.610
O 2.8111 -0.6029 -1.2789  -0.535
C 0.8376 -0.0909 -0.1977  0.191
C -0.4136 0.7951 -0.1292  -1.105
C -1.5866 0.6511 0.8826  0.671
C -1.9600 -0.5693 1.1340  -1.238
N -2.0607 1.8077 1.3816  -0.434
N 0.4702 -1.5149 0.1392  -0.357
H 1.0010 -0.8708 -2.2595  0.388
H 1.4989 0.8019 -2.1241  0.363
H 3.3141 -0.7595 -2.1574  0.339
H 1.6360 0.3025 0.5215  0.358
H -1.0057 0.9072 -1.0913  0.347
H 0.0999 1.8049 0.0576  0.323
H -1.6135 -1.4634 0.7108  0.396
H -2.8177 -0.7837 1.7878  0.246
H -2.0034 2.5806 0.7274  0.215
H -2.6875 2.0186 2.2158  0.259
H 0.0015 -1.5126 1.0660  0.371
H 1.4108 -1.9831 0.1007  0.428
H -0.0766 -1.9171 -0.6614  0.384

Energy ordering: (one) at the bottom, the next structure 0.0413 hartree above.

(one)
The following is a quantum chemistry calculation of the ion C5H13N2O with charge +1, from the Open Molecules 2025 dataset.

Results
- LUMO energy (eV) = -3.096
- M (g mol⁻¹) = 117.17
- structure (SMILES) = C=C(N)C[C@@H]([NH3+])CO
- Kohn-Sham gap (eV) = 9.73
- total charge = +1
- HOMO (eV) = -12.8

Each line ends with the Mulliken charge.
Element x y z (Å)
C 1.8682 -1.2990 0.0535  -0.806
O 2.1039 -1.0430 1.4634  -0.547
C 0.7330 -0.4466 -0.4173  0.348
C -0.6682 -0.7082 0.1736  -0.990
C -1.6389 0.3833 -0.2003  0.179
C -2.1218 1.1934 0.7422  -0.836
N -1.5680 0.7280 -1.5644  -0.409
N 1.1256 0.9781 0.0555  -0.335
H 1.5664 -2.3428 0.0237  0.401
H 2.8249 -1.1638 -0.4530  0.380
H 1.7935 -1.7954 1.9710  0.327
H 0.7075 -0.3621 -1.5007  0.385
H -0.6161 -1.0398 1.2139  0.410
H -1.0749 -1.6394 -0.2833  0.395
H -1.8273 1.1262 1.7767  0.297
H -2.8150 1.9728 0.4283  0.258
H -1.8280 -0.0197 -2.1957  0.229
H -2.0636 1.5436 -1.8928  0.247
H 2.0367 1.3284 -0.2268  0.345
H 1.0915 1.0034 1.0771  0.362
H 0.3706 1.6028 -0.2447  0.359

(two)
The following is a quantum chemistry calculation of a cluster of 3 separate species, C5H13N2O in total, from the Open Molecules 2025 dataset.

Results
- LUMO energy (eV) = -9.231
- M (g mol⁻¹) = 117.17
- Kohn-Sham gap (eV) = 4.45
- total charge = +1
- HOMO (eV) = -13.7

Each line ends with the Mulliken charge.
Element x y z (Å)
N 0.4694 -2.4659 1.3348  -0.638
C 1.7685 0.2424 -0.4493  0.226
C 3.1829 0.8360 -0.0993  -0.957
C 0.9323 1.0170 -1.2116  -0.239
N -1.6773 -0.7089 -0.5885  -0.261
C -2.5916 0.3964 -0.6190  -0.265
C -2.8021 0.9980 0.7289  0.126
O -2.3614 2.1562 1.0383  -0.416
H -0.3452 -2.0588 0.9199  0.148
H 0.2845 -3.4211 1.5744  0.279
H 0.5944 -2.0810 2.2799  0.246
H 1.4585 -0.7121 0.0929  0.351
H 3.4457 1.8637 -0.6067  0.312
H 3.2456 0.8421 0.9960  0.276
H 4.0074 0.1585 -0.3652  0.310
H 1.3931 1.8960 -1.7648  0.321
H -0.1489 0.6004 -1.0524  -0.195
H -1.7824 -1.4058 -1.2641  0.216
H -3.6033 0.3161 -1.0724  0.411
H -2.1042 1.1285 -1.3380  0.392
H -3.3659 0.4023 1.4662  0.357

Energy ordering: (one) at the bottom, the next structure 0.2863 hartree above.

(one)
The following is a quantum chemistry calculation of a cluster of 10 separate species, H20O10 in total, from the Open Molecules 2025 dataset.

Results
- LUMO energy (eV) = 0.106
- M (g mol⁻¹) = 180.15
- structure (SMILES) = O.O.O.O.O.O.O.O.O.O
- Kohn-Sham gap (eV) = 8.72
- HOMO (eV) = -8.6

Each line ends with the Mulliken charge.
Element x y z (Å)
H -0.5956 -0.3909 0.5592  0.243
H -1.3065 0.0661 -0.7040  0.249
H -2.0163 -4.4418 -1.9823  0.319
H -1.8643 -4.3632 -0.4721  0.308
H 0.5910 1.7499 1.3312  0.318
H -0.7253 1.8139 2.0885  0.247
H 2.7703 0.1293 1.3290  0.273
H 2.5505 0.2995 -0.1653  0.245
H 1.6591 3.8251 1.6550  0.297
H 0.3910 4.4391 2.2251  0.293
H -0.8421 1.2009 -1.9111  0.309
H -1.4022 1.5608 -3.2775  0.374
H -1.2380 -1.8582 2.5285  0.339
H -1.1676 -2.6465 1.2310  0.276
H 1.6258 0.2013 -3.0209  0.363
H 2.3380 0.6628 -1.7601  0.242
H 0.0272 -1.3197 4.5461  0.308
H 0.2778 -2.8162 4.6329  0.287
H -0.0213 0.1577 -3.6972  0.357
H -0.0608 1.5911 -4.2011  0.318
O -0.4543 0.1046 -0.2554  -0.497
O -2.5291 -4.3638 -1.1700  -0.627
O -0.3627 1.7842 1.1959  -0.567
O 2.1078 0.4028 0.6846  -0.517
O 0.7053 3.8607 1.5211  -0.583
O -0.6972 1.7888 -2.6610  -0.683
O -1.7893 -2.1963 1.8139  -0.597
O 1.6480 0.0640 -2.0671  -0.566
O -0.1544 -2.1484 4.0886  -0.630
O 0.5350 0.8423 -4.0855  -0.698

(two)
The following is a quantum chemistry calculation of a cluster of 10 separate species, H20O10 in total, from the Open Molecules 2025 dataset.

Results
- LUMO energy (eV) = -0.326
- M (g mol⁻¹) = 180.15
- structure (SMILES) = O.O.O.O.O.O.O.O.O.O
- Kohn-Sham gap (eV) = 9.81
- HOMO (eV) = -10.1

Each line ends with the Mulliken charge.
Element x y z (Å)
O -2.1239 1.9766 -0.7273  -0.636
H -2.1299 2.8853 -0.4267  0.297
H -1.9442 2.0355 -1.6657  0.286
O 2.5918 -2.5655 1.1244  -0.648
H 1.9587 -2.1763 0.5212  0.324
H 2.1119 -3.2753 1.5510  0.314
O 2.2417 1.2798 -1.7378  -0.628
H 2.4786 1.7064 -0.9143  0.312
H 2.4865 1.9113 -2.4142  0.279
O -1.7441 0.8124 2.2373  -0.596
H -1.1885 1.2011 2.9129  0.259
H -2.6069 1.2001 2.3839  0.315
O 2.2156 -1.4959 -2.1492  -0.583
H 2.9161 -1.7519 -1.5491  0.290
H 2.2577 -0.5400 -2.1734  0.336
O -0.1993 -0.2113 -0.3972  -0.469
H -0.7752 0.5385 -0.2480  0.275
H 0.6341 0.1757 -0.6654  0.303
O 2.6494 1.4648 1.0283  -0.672
H 2.2649 1.6012 1.8942  0.301
H 3.0638 0.6037 1.0826  0.324
O -4.4547 1.3511 0.3869  -0.649
H -4.4816 2.2402 0.7404  0.271
H -3.5707 1.2610 0.0309  0.384
O -1.2461 -1.8500 1.9935  -0.665
H -0.5516 -1.6142 1.3785  0.294
H -1.6749 -1.0198 2.2012  0.383
O -0.6244 -2.5162 -2.4409  -0.617
H -0.1487 -3.3184 -2.2252  0.306
H -0.4063 -1.9101 -1.7329  0.310

Energy ordering: (two) at the bottom, the next structure 0.1544 hartree above.

(one)
The following is a quantum chemistry calculation of a cluster of 10 separate species, H20O10 in total, from the Open Molecules 2025 dataset.

Results
- LUMO energy (eV) = 0.032
- M (g mol⁻¹) = 180.15
- structure (SMILES) = O.O.O.O.O.O.O.O.O.O
- Kohn-Sham gap (eV) = 11.19
- HOMO (eV) = -11.2

Each line ends with the Mulliken charge.
Element x y z (Å)
O 1.1002 -3.9286 1.7578  -0.607
H 0.6208 -3.2237 1.2719  0.243
H 1.9111 -3.4221 1.7279  0.314
O -2.9779 2.2972 -0.7971  -0.696
H -2.3622 3.0490 -0.8571  0.332
H -2.8145 1.8317 -1.6494  0.338
O 1.3686 2.8512 -1.9933  -0.606
H 1.2701 3.6138 -2.5356  0.264
H 0.6651 2.3392 -1.7363  0.304
O -1.9103 -0.2420 2.5973  -0.597
H -2.7473 -0.4695 3.1083  0.275
H -1.9529 0.6468 2.3532  0.304
O -1.3749 -2.6353 -2.1151  -0.619
H -1.1347 -1.7140 -1.9172  0.328
H -1.8274 -2.7056 -2.9144  0.270
O -0.7643 1.4282 0.5714  -0.679
H -0.0832 0.8245 0.2066  0.334
H -1.5270 1.1648 0.1119  0.376
O 0.1122 -0.3333 -2.3723  -0.711
H 0.3348 -1.1195 -2.8149  0.315
H 0.1006 -0.6277 -1.4681  0.438
O 1.0945 -0.4226 2.6605  -0.560
H 0.3380 0.0660 2.4329  0.275
H 1.7059 0.3033 2.8029  0.320
O 0.4299 -0.9068 0.0123  -0.397
H 0.0625 -1.6421 0.5746  0.151
H 1.3904 -1.1153 0.0466  0.265
O 2.9895 1.6670 -0.0359  -0.612
H 2.4777 1.4304 -0.9018  0.360
H 3.0311 2.5708 -0.1260  0.278

(two)
The following is a quantum chemistry calculation of a cluster of 10 separate species, H20O10 in total, from the Open Molecules 2025 dataset.

Results
- LUMO energy (eV) = -0.347
- M (g mol⁻¹) = 180.15
- structure (SMILES) = O.O.O.O.O.O.O.O.O.O
- Kohn-Sham gap (eV) = 9.74
- HOMO (eV) = -10.1

Each line ends with the Mulliken charge.
Element x y z (Å)
O 1.9406 -0.1177 -0.0853  -0.722
H 2.6766 0.4512 0.1402  0.300
H 1.8922 -0.0803 -1.0405  0.244
O 1.5349 -2.8126 0.2435  -0.682
H 1.6034 -1.8622 0.3346  0.328
H 0.7898 -3.0534 0.7939  0.444
O 1.6690 2.5899 1.4272  -0.629
H 1.9454 3.1648 0.7135  0.294
H 1.7679 1.7054 1.0749  0.281
O 0.5091 1.7245 -1.9902  -0.568
H -0.3253 1.9432 -2.4051  0.262
H 1.0719 2.4771 -2.1719  0.281
O -0.8543 -0.2831 -0.0966  -0.386
H -1.5316 0.3703 0.0787  0.161
H -0.0455 0.2235 -0.1704  0.378
O 2.1968 -0.1760 -2.8060  -0.688
H 1.7660 0.6144 -2.4805  0.465
H 1.4970 -0.6740 -3.2285  0.319
O -0.9063 -2.8742 1.5742  -0.668
H -0.9237 -2.0586 1.0734  0.233
H -1.8170 -3.0171 1.8318  0.347
O -1.9871 -2.5535 -1.2051  -0.644
H -1.3256 -1.9667 -0.8384  0.395
H -2.7772 -2.0165 -1.2654  0.290
O -1.2634 0.7249 2.6612  -0.674
H -1.9882 0.1372 2.4479  0.299
H -0.5722 0.1464 2.9834  0.296
O -2.2670 2.2074 0.4885  -0.643
H -1.9672 1.9055 1.3460  0.381
H -2.3090 3.1601 0.5707  0.309

Energy ordering: (two) at the bottom, the next structure 0.0500 hartree above.